Entry 1:
ORCA calculation (ωB97M-V/def2-TZVPD) on a molecular structure, C23H42Br2ClFO8Si2 at a distorted geometry.

Positions of all 79 atoms, in Å:
C (4.6261, 1.8129, 6.0700)
C (3.3375, 1.9727, 5.0209)
C (3.0204, 0.4343, 4.4622)
O (1.6835, 0.4242, 3.8369)
Si (1.8992, 0.9904, 2.1495)
O (1.6791, -0.4290, 1.1389)
Si (2.3215, -0.2111, -0.4808)
C (4.1478, 0.3900, -0.5675)
C (4.4377, 1.4733, -1.8033)
F (5.8875, 1.4132, -2.1649)
C (2.3101, -1.9965, -1.3004)
Br (0.9429, -3.2078, -0.4731)
C (2.2616, -1.9333, -2.9452)
C (1.3356, -3.1677, -3.5853)
Br (4.1601, -2.3010, -3.5954)
C (0.6222, 2.4035, 1.8712)
Cl (-0.1943, 2.7460, 3.5420)
C (-0.5039, 2.1088, 0.7152)
C (-0.1537, 3.1359, -0.5542)
H (5.3488, 2.7357, 6.0385)
H (5.2540, 0.8904, 5.6674)
H (4.2058, 1.5553, 7.1321)
H (3.7142, 2.7001, 4.1785)
H (2.3993, 2.4487, 5.5378)
H (3.1414, -0.3565, 5.3365)
H (3.8132, 0.1499, 3.6301)
H (3.2520, 1.5732, 2.0726)
H (1.4497, 0.6009, -1.3657)
H (4.8246, -0.5641, -0.7947)
H (4.5717, 0.8613, 0.4156)
H (4.1887, 2.5732, -1.4197)
H (3.7810, 1.1535, -2.7302)
H (3.3756, -2.4527, -1.0147)
H (1.9475, -0.8730, -3.3745)
H (1.7522, -4.2412, -3.2748)
H (0.1987, -3.0577, -3.3156)
H (1.4325, -3.1327, -4.7657)
H (1.2576, 3.3900, 1.6533)
H (-1.5387, 2.5166, 1.1484)
H (-0.6007, 0.9892, 0.3881)
H (-1.0686, 3.3055, -1.2698)
H (0.7530, 2.6527, -1.1295)
H (0.2611, 4.1696, -0.1249)
O (-0.5564, 0.6391, -3.7759)
C (-1.4678, 1.3818, -4.1013)
O (-2.1044, 2.2382, -3.2497)
C (-3.1839, 2.8674, -3.9386)
C (-2.8391, 2.7597, -5.4009)
C (-2.0813, 1.4579, -5.4666)
H (-4.1112, 2.3406, -3.6902)
H (-3.2704, 3.9089, -3.6154)
H (-3.7159, 2.7891, -6.0532)
H (-2.1763, 3.5853, -5.6876)
H (-2.7504, 0.6042, -5.6059)
H (-1.3135, 1.4794, -6.2433)
O (-2.3459, -3.0662, -5.3645)
C (-2.4748, -4.0432, -4.6454)
O (-1.4400, -4.8200, -4.2094)
C (-1.9626, -5.9319, -3.4838)
C (-3.3355, -5.5044, -3.0353)
C (-3.7787, -4.5928, -4.1516)
H (-1.9946, -6.8001, -4.1504)
H (-1.3091, -6.1594, -2.6366)
H (-4.0128, -6.3448, -2.8617)
H (-3.2598, -4.9325, -2.1025)
H (-4.2628, -5.1463, -4.9610)
H (-4.4289, -3.7955, -3.7842)
O (-5.5765, -0.1085, 5.8236)
C (-4.4580, 0.3784, 5.8137)
O (-4.0830, 1.4298, 5.0275)
C (-2.6850, 1.6626, 5.1923)
C (-2.3345, 1.0524, 6.5241)
C (-3.2907, -0.1097, 6.6169)
H (-2.1514, 1.1859, 4.3633)
H (-2.4852, 2.7378, 5.1708)
H (-1.2835, 0.7616, 6.6012)
H (-2.5474, 1.7681, 7.3276)
H (-2.8844, -1.0095, 6.1466)
H (-3.5798, -0.3098, 7.6512)

Results
* energy: -7790.528753 a.u.
* net charge: 0
* HOMO energy: -9.58 eV

Entry 2:
ORCA calculation (ωB97M-V/def2-TZVPD) on a molecular structure, C23H42Br3ClIN2O11P4 at a distorted geometry.

Positions of all 87 atoms, in Å:
C (-1.7365, 2.1115, 4.4182)
C (-0.6845, 2.4944, 3.2107)
O (-0.6007, 1.3140, 2.4389)
C (0.3433, 1.2336, 1.3324)
Cl (1.0168, 2.9691, 1.1278)
C (1.5964, 0.4420, 2.0195)
P (2.8075, 1.6927, 2.8740)
O (2.4796, 1.5867, 4.5888)
O (4.4350, 1.1770, 2.7804)
C (2.2628, -0.5649, 0.9947)
Br (1.8642, -2.4141, 1.7234)
C (2.0189, -0.3577, -0.5696)
C (2.7350, -1.6464, -1.2616)
P (4.5390, -1.9787, -0.9001)
O (5.6085, -1.0682, -1.4706)
O (4.9751, -2.3842, 0.6911)
O (4.8267, -3.4738, -1.7560)
P (3.1573, 1.0484, -1.2528)
O (2.5286, 2.4225, -1.4322)
O (4.4963, 1.3491, -0.2080)
O (3.7165, 0.6786, -2.8515)
N (0.5598, -0.1479, -0.9679)
I (-0.4556, -2.0867, -1.1290)
C (0.4602, 0.2882, -2.4086)
C (-0.7647, -0.1773, -3.3301)
O (-0.8199, 0.8536, -4.4202)
C (-2.0617, 1.5773, -4.2944)
O (-3.1365, 1.2360, -4.8206)
C (-0.3014, 0.5943, 0.0195)
C (-1.1348, 1.8293, -0.6669)
C (-2.1222, 2.6730, 0.2459)
C (-3.3718, 3.1971, -0.6650)
C (-4.5354, 3.7703, 0.2747)
N (-5.4406, 2.6865, 0.7452)
C (-5.5346, 2.3490, 2.1441)
C (-6.4931, 1.1757, 2.4597)
C (-7.0288, 0.8653, 1.0191)
C (-6.3441, 1.8146, 0.0131)
P (-1.7034, -0.5513, 0.6251)
C (-1.5184, -1.5443, 2.1544)
C (-3.3910, -0.3218, -0.0846)
H (-1.3131, 1.2297, 5.0278)
H (-2.6761, 1.6867, 3.8900)
H (-1.9876, 3.0217, 5.0568)
H (-1.2190, 3.4044, 2.7344)
H (0.2457, 2.8132, 3.8167)
H (1.2077, -0.1637, 2.9281)
H (3.2452, 1.1479, 5.0357)
H (4.4886, 0.2736, 3.1882)
H (3.4006, -0.4729, 1.1783)
H (2.6996, -1.6261, -2.4205)
H (2.2920, -2.6670, -1.0084)
H (4.5901, -3.2877, 0.8467)
H (4.4130, -4.2017, -1.2285)
H (4.7417, 2.3070, -0.3138)
H (4.6432, 1.0129, -2.8895)
H (1.3358, -0.1408, -3.0439)
H (0.5978, 1.4081, -2.6057)
H (-1.8138, -0.1223, -2.9015)
H (-0.5668, -1.1250, -3.9627)
H (-2.0345, 2.5174, -3.6186)
H (-1.8260, 1.4727, -1.5146)
H (-0.4254, 2.5926, -1.1725)
H (-1.6215, 3.6433, 0.6246)
H (-2.6254, 2.0859, 1.1071)
H (-3.7689, 2.3698, -1.3574)
H (-3.0055, 4.0488, -1.3513)
H (-5.1454, 4.5492, -0.3223)
H (-4.0631, 4.3546, 1.1464)
H (-5.0190, 2.7717, 3.0680)
H (-6.7299, 0.6947, 3.4605)
H (-7.8108, 0.0647, 0.7842)
H (-6.5105, 1.8548, -1.1127)
H (-0.7294, -1.2251, 2.9224)
H (-2.5218, -1.5601, 2.7355)
H (-1.3130, -2.6574, 1.9030)
H (-3.9669, 0.4741, 0.5054)
H (-3.3800, -0.0880, -1.2173)
H (-3.9769, -1.3175, 0.0018)
Br (3.2201, -6.6711, -1.8607)
C (4.7542, -7.7248, -2.4445)
C (5.7166, -6.8892, -3.2528)
Br (5.0526, -6.5986, -5.0613)
H (4.3617, -8.5822, -2.9901)
H (5.2268, -8.0716, -1.5232)
H (6.6659, -7.4130, -3.3785)
H (5.9035, -5.9060, -2.8203)

Results
* energy: -11683.590198 a.u.
* net charge: +1
* HOMO energy: -10.38 eV